Formula: C6H7N3O
Source: OMol25
Level of theory: the ωB97M-V functional and the def2-TZVPD basis

Geometry as XYZ:
```
17
C6H7N3O (the ωB97M-V functional and the def2-TZVPD basis)
C 0.83 -1.37 -2.42
C 0.65 -0.84 -1.03
C 0.14 0.45 -0.79
N 0.09 0.95 0.44
C 0.24 0.09 1.46
C -0.47 0.39 2.69
N -1.30 0.47 3.50
C 0.78 -1.18 1.23
N 1.02 -1.61 -0.01
H 0.40 -0.69 -3.17
H 1.90 -1.50 -2.63
H 0.35 -2.35 -2.51
H -0.43 0.97 -1.56
H 1.02 -1.84 2.07
O -1.70 3.07 0.98
H -1.03 2.48 0.59
H -2.50 2.51 1.17
```

Output
E_LUMO (eV): -0.77
Electronic energy (hartree): -472.3062
Energy above the lowest of the compared OMol25 structures with the same formula, charge and spin (kcal per mole): 22.36
HOMO (eV): -10.3210
Kohn-Sham gap (eV): 9.5
Spin multiplicity: 1


Formula: C6H7N3O3
Source: OMol25
Level of theory: the ωB97M-V functional and the def2-TZVPD basis

Geometry as XYZ:
```
19
C6H7N3O3 (the ωB97M-V functional and the def2-TZVPD basis)
C 2.42 2.29 -0.30
C 1.67 1.69 0.71
C 0.36 -0.31 -1.24
C -0.09 -0.80 0.00
C 3.32 0.43 0.18
C -1.45 -1.48 0.13
N 3.42 1.50 -0.64
N 2.32 0.50 1.01
N 3.98 -0.82 0.12
O 5.17 -0.93 0.13
O 3.21 -1.79 0.04
O 0.02 0.63 -0.40
H 2.24 3.18 -0.86
H 0.86 2.17 1.33
H 1.10 -0.21 -2.00
H 0.61 -1.15 0.72
H -1.47 -2.52 0.36
H -2.09 -1.26 -0.75
H -2.04 -1.20 0.90
```

Output
E_LUMO (alpha / beta) (eV): -0.89 / -2.64
Electronic energy (hartree): -622.5063
Energy above the lowest of the compared OMol25 structures with the same formula, charge and spin (kcal per mole): 178.36
HOMO (alpha / beta) (eV): -9.1094 / -8.2237
Kohn-Sham gap (alpha / beta) (eV): 8.2 / 5.6
Spin multiplicity: 1


Formula: C6H7N5O
Source: OMol25
Level of theory: the ωB97M-V functional and the def2-TZVPD basis

Geometry as XYZ:
```
19
C6H7N5O (the ωB97M-V functional and the def2-TZVPD basis)
C 0.29 -0.61 -2.40
C 0.64 0.65 -3.01
C 0.15 -0.39 -1.07
C -0.21 -0.62 1.37
C -0.68 -1.30 2.42
C -0.83 1.49 2.71
N 0.62 1.57 -2.09
N -1.11 -0.66 3.53
N -1.00 0.57 3.46
N 0.33 0.94 -0.90
N -0.14 -1.17 0.04
O -0.22 2.60 2.61
H 0.43 -1.59 -2.91
H 0.87 0.63 -4.10
H 0.36 0.29 1.48
H -0.84 -2.35 2.25
H 0.45 1.43 -0.01
H -0.72 -2.06 -0.04
H 0.38 2.86 3.36
```

Output
E_LUMO (eV): -0.37
Electronic energy (hartree): -581.6575
Energy above the lowest of the compared OMol25 structures with the same formula, charge and spin (kcal per mole): 125.92
HOMO (eV): -7.5471
Kohn-Sham gap (eV): 7.2
Spin multiplicity: 1


Formula: C6H7NO
Source: OMol25
Level of theory: the ωB97M-V functional and the def2-TZVPD basis

Geometry as XYZ:
```
15
C6H7NO (the ωB97M-V functional and the def2-TZVPD basis)
C 0.48 -1.20 0.16
C 0.06 -2.51 3.69
C -0.36 2.86 -1.08
C 1.50 -0.73 -0.43
C -0.50 -1.74 0.86
C -0.55 1.71 -1.93
N -0.46 3.80 -0.45
O -0.60 -1.80 4.30
H 2.21 -0.11 0.16
H 1.60 -0.70 -1.50
H -1.15 -1.07 1.35
H -0.49 -2.75 1.23
H 0.38 1.58 -2.65
H -0.67 0.79 -1.27
H -1.45 1.87 -2.44
```

Output
E_LUMO (eV): 0.71
Electronic energy (hartree): -362.7083
Energy above the lowest of the compared OMol25 structures with the same formula, charge and spin (kcal per mole): 66.01
HOMO (eV): -9.9117
Kohn-Sham gap (eV): 10.6
Spin multiplicity: 1


Formula: C6H7NO
Source: OMol25
Level of theory: the ωB97M-V functional and the def2-TZVPD basis

Geometry as XYZ:
```
15
C6H7NO (the ωB97M-V functional and the def2-TZVPD basis)
N 0.44 -2.44 0.89
C -0.40 -1.36 0.84
C -0.24 -0.20 0.15
C 0.91 0.28 -0.67
C 0.46 1.66 -1.10
C -0.75 1.97 -0.63
C -1.27 0.85 0.23
O -2.32 0.84 0.84
H 0.34 -3.11 1.63
H 1.40 -2.30 0.56
H -1.32 -1.44 1.43
H 1.88 0.36 -0.14
H 1.10 -0.32 -1.55
H 1.06 2.30 -1.71
H -1.30 2.90 -0.76
```

Output
E_LUMO (eV): 0.71
Electronic energy (hartree): -362.8055
Energy above the lowest of the compared OMol25 structures with the same formula, charge and spin (kcal per mole): 5.04
HOMO (eV): -8.4704
Kohn-Sham gap (eV): 9.2
Spin multiplicity: 1


Formula: C6H7NO
Source: OMol25
Level of theory: the ωB97M-V functional and the def2-TZVPD basis

Geometry as XYZ:
```
15
C6H7NO (the ωB97M-V functional and the def2-TZVPD basis)
C -3.42 1.97 -1.34
C -2.87 1.08 -0.55
C -2.33 0.23 0.23
C -2.13 -0.58 1.24
H -2.84 2.57 -2.02
H -4.48 2.14 -1.42
H -1.12 -0.78 1.56
H -2.90 -1.11 1.77
C 3.85 -0.55 -0.36
O 3.01 -1.58 0.17
C 1.91 -1.25 0.75
N 1.06 -1.22 1.53
H 3.35 -0.10 -1.22
H 4.12 0.21 0.37
H 4.77 -1.03 -0.72
```

Output
E_LUMO (eV): 0.50
Electronic energy (hartree): -362.6539
Energy above the lowest of the compared OMol25 structures with the same formula, charge and spin (kcal per mole): 100.13
HOMO (eV): -8.6819
Kohn-Sham gap (eV): 9.2
Spin multiplicity: 1


Formula: C6H7NO2
Source: OMol25
Level of theory: the ωB97M-V functional and the def2-TZVPD basis

Geometry as XYZ:
```
16
C6H7NO2 (the ωB97M-V functional and the def2-TZVPD basis)
N -0.06 2.05 2.60
C -0.36 1.25 1.84
C -0.68 0.23 0.92
O -1.98 -0.29 1.20
C 0.35 -0.86 1.04
C 1.01 -1.12 -0.08
C 0.44 -0.28 -1.32
O 1.37 0.36 -2.12
C -0.48 0.75 -0.71
H -2.38 -0.60 0.39
H 0.62 -1.24 1.97
H 1.86 -1.81 -0.09
H -0.24 -1.03 -1.90
H 2.20 0.20 -1.72
H -0.20 1.84 -0.80
H -1.47 0.55 -1.22
```

Output
E_LUMO (eV): 0.43
Electronic energy (hartree): -437.9865
Energy above the lowest of the compared OMol25 structures with the same formula, charge and spin (kcal per mole): 51.02
HOMO (eV): -10.3227
Kohn-Sham gap (eV): 10.7
Spin multiplicity: 1


Formula: C6H7NO2
Source: OMol25
Level of theory: the ωB97M-V functional and the def2-TZVPD basis

Geometry as XYZ:
```
16
C6H7NO2 (the ωB97M-V functional and the def2-TZVPD basis)
C 1.10 -0.90 0.01
C -2.76 -0.86 0.06
C -1.47 -1.25 -0.05
C 2.03 0.25 -0.18
C 1.17 1.49 0.24
C -0.29 -0.35 -0.02
N -0.24 0.94 -0.13
O 1.50 -2.04 0.03
O -1.22 1.65 -0.13
H -3.53 -1.52 -0.09
H -3.13 0.09 0.21
H -1.07 -2.33 -0.16
H 2.92 0.29 0.45
H 2.40 0.43 -1.17
H 1.29 1.72 1.29
H 1.30 2.38 -0.36
```

Output
E_LUMO (alpha / beta) (eV): 0.77 / -2.36
<S²>: 2.03
Electronic energy (hartree): -437.8713
Energy above the lowest of the compared OMol25 structures with the same formula, charge and spin (kcal per mole): 1.74
HOMO (alpha / beta) (eV): -6.5876 / -9.8268
Kohn-Sham gap (alpha / beta) (eV): 7.4 / 7.5
Spin multiplicity: 3


Formula: C6H7NO5P2S
Source: OMol25
Level of theory: the ωB97M-V functional and the def2-TZVPD basis

Geometry as XYZ:
```
22
C6H7NO5P2S (the ωB97M-V functional and the def2-TZVPD basis)
C -3.22 0.06 -0.22
C -2.66 0.76 0.81
C -2.46 -0.90 -0.85
C -1.31 0.67 1.12
C -1.15 -1.18 -0.47
C -0.51 -0.34 0.50
N 0.82 -0.37 0.80
O 1.42 1.69 -1.46
O 3.21 1.53 0.19
O 0.98 2.81 0.78
O 3.30 -0.89 0.71
O 2.13 -0.88 -1.39
P 1.76 1.90 -0.06
P 1.93 -1.39 0.13
S 1.77 -3.36 0.19
H -4.16 0.23 -0.53
H -3.42 1.53 1.22
H -2.72 -1.52 -1.66
H -0.74 1.20 1.76
H -0.44 -1.81 -0.83
H 3.48 0.14 0.66
H 2.00 0.12 -1.40
```

Output
E_LUMO (eV): 5.47
Electronic energy (hartree): -1744.9199
HOMO (eV): -0.8476
Kohn-Sham gap (eV): 6.3
Spin multiplicity: 1
Total charge: -2


Formula: C6H7NO5S
Source: OMol25
Level of theory: the ωB97M-V functional and the def2-TZVPD basis

Geometry as XYZ:
```
20
C6H7NO5S (the ωB97M-V functional and the def2-TZVPD basis)
C -1.08 0.45 0.03
C -0.01 -0.58 -0.05
C 1.30 0.05 -0.49
C 2.46 -0.88 -0.53
C 2.45 -2.16 -1.03
N 2.51 -3.16 -1.66
S 3.44 -0.62 0.85
O 2.75 -0.89 2.09
O 4.69 -1.32 0.82
O 3.64 0.98 0.87
C 3.81 1.73 -0.38
O 3.49 2.93 -0.29
O 4.27 1.14 -1.35
H -2.11 -0.01 0.26
H -0.85 1.08 -0.88
H -0.77 1.12 0.88
H -0.40 -1.26 -0.80
H 0.06 -0.92 1.00
H 1.14 0.44 -1.55
H 1.65 0.82 0.31
```

Output
E_LUMO (eV): 5.88
Electronic energy (hartree): -1061.9514
Energy above the lowest of the compared OMol25 structures with the same formula, charge and spin (kcal per mole): 22.32
HOMO (eV): 0.1201
Kohn-Sham gap (eV): 5.8
Spin multiplicity: 1
Total charge: -2


Formula: C6H7NS
Source: OMol25
Level of theory: the ωB97M-V functional and the def2-TZVPD basis

Geometry as XYZ:
```
15
C6H7NS (the ωB97M-V functional and the def2-TZVPD basis)
C 2.93 -0.17 1.16
C 1.76 0.02 0.94
C 0.35 0.27 0.69
N -0.44 -0.97 0.68
C -1.63 -0.67 -0.14
C -1.20 0.42 -1.14
S 0.26 0.02 -2.14
C 0.04 0.99 -0.63
H 4.00 -0.33 1.33
H 0.00 0.88 1.55
H 0.11 -1.63 0.14
H -2.42 -0.27 0.48
H -2.04 -1.56 -0.58
H -1.98 1.00 -1.65
H 0.27 2.02 -0.71
```

Output
E_LUMO (eV): 0.88
Electronic energy (hartree): -685.6788
Energy above the lowest of the compared OMol25 structures with the same formula, charge and spin (kcal per mole): 57.13
HOMO (eV): -8.9841
Kohn-Sham gap (eV): 9.9
Spin multiplicity: 1


Formula: C6H7NS
Source: OMol25
Level of theory: the ωB97M-V functional and the def2-TZVPD basis

Geometry as XYZ:
```
15
C6H7NS (the ωB97M-V functional and the def2-TZVPD basis)
C 3.09 -1.17 -0.93
C 2.36 -0.71 -0.09
C 1.47 -0.13 0.92
N 0.06 -0.14 0.55
C -0.53 0.97 0.01
C -1.85 1.02 -0.43
C -2.78 -0.08 -0.44
S -2.57 -1.63 0.13
H 3.70 -1.53 -1.74
H 1.60 -0.68 1.91
H 1.81 0.90 1.15
H -0.57 -0.95 0.69
H 0.13 1.87 -0.09
H -2.17 2.00 -0.75
H -3.73 0.25 -0.88
```

Output
E_LUMO (eV): -0.22
Electronic energy (hartree): -685.6658
Energy above the lowest of the compared OMol25 structures with the same formula, charge and spin (kcal per mole): 65.31
HOMO (eV): -8.3229
Kohn-Sham gap (eV): 8.1
Spin multiplicity: 1


Formula: C6H7NS
Source: OMol25
Level of theory: the ωB97M-V functional and the def2-TZVPD basis

Geometry as XYZ:
```
15
C6H7NS (the ωB97M-V functional and the def2-TZVPD basis)
C -2.06 0.42 0.03
C -0.77 -0.03 0.05
C -0.30 -1.45 0.14
N 1.17 -1.42 -0.32
C 1.66 -0.15 0.03
S 3.29 0.18 0.05
C 0.42 0.72 0.14
C 0.48 2.04 -0.13
H -2.97 -0.39 -0.08
H -2.22 1.51 -0.11
H -0.35 -2.14 1.09
H -1.27 -2.01 -0.48
H 1.69 -2.17 -0.31
H 1.61 2.24 0.25
H -0.40 2.63 -0.34
```

Output
E_LUMO (eV): -0.49
Electronic energy (hartree): -685.6300
Energy above the lowest of the compared OMol25 structures with the same formula, charge and spin (kcal per mole): 87.75
HOMO (eV): -8.6562
Kohn-Sham gap (eV): 8.2
Spin multiplicity: 1


Formula: C6H7NS
Source: OMol25
Level of theory: the ωB97M-V functional and the def2-TZVPD basis

Geometry as XYZ:
```
15
C6H7NS (the ωB97M-V functional and the def2-TZVPD basis)
C 3.02 0.10 0.29
C 1.13 1.12 0.11
C 0.61 -0.07 -0.22
C -1.30 1.14 -0.48
C -0.85 -0.28 -0.50
C -1.66 -0.99 0.59
N 2.47 1.30 0.41
S 1.97 -1.22 -0.24
H 4.09 -0.08 0.32
H -2.04 1.63 0.08
H -1.03 1.70 -1.36
H -0.88 -0.91 -1.52
H -2.73 -0.83 0.26
H -1.45 -0.53 1.51
H -1.35 -2.07 0.75
```

Output
E_LUMO (alpha / beta) (eV): 0.07 / -0.44
Electronic energy (hartree): -685.5885
Energy above the lowest of the compared OMol25 structures with the same formula, charge and spin (kcal per mole): 113.83
HOMO (alpha / beta) (eV): -9.2093 / -8.6193
Kohn-Sham gap (alpha / beta) (eV): 9.3 / 8.2
Spin multiplicity: 1